ORCA calculation (wB97M-V/def2-TZVPD) on a 10-piece molecular cluster, C35H67BNO23S2 overall.

Values from the calculation:
Energy, eV: -108314.0824
Net charge: -1

Positions of all 129 atoms, in Å:
1 O 2.5493 -1.5507 -0.4569
2 C 1.3087 -1.5745 -0.3356
3 O 0.4773 -2.2756 -1.1367
4 B -0.9843 -1.9438 -0.8357
5 O -0.7998 -1.1486 0.3808
6 C 0.4235 -0.9132 0.7563
7 O 0.8899 -0.3220 1.7274
8 O -1.7248 -3.1495 -0.4764
9 C -2.8264 -3.2833 -1.2440
10 O -3.7402 -4.0972 -1.2201
11 C -2.7670 -2.0882 -2.2920
12 O -1.7312 -1.3181 -1.8647
13 O -3.5573 -1.9442 -3.2727
14 C 11.5026 0.0830 0.5703
15 S 10.7101 -1.5045 0.9701
16 O 10.6818 -1.4806 2.4486
17 C 9.0042 -1.0522 0.4181
18 H 11.2965 0.2744 -0.4827
19 H 12.5059 0.3691 0.8861
20 H 10.9383 0.8195 1.1424
21 H 8.6892 -0.1017 0.8488
22 H 8.3533 -1.6890 1.0172
23 H 8.7984 -1.0151 -0.6517
24 C 7.3480 -3.6863 5.6264
25 S 6.0022 -4.8292 5.0706
26 O 5.3921 -5.1732 6.4230
27 C 4.7811 -3.5610 4.4264
28 H 8.0637 -3.9931 4.8636
29 H 7.6903 -4.0558 6.5930
30 H 7.1152 -2.6313 5.4820
31 H 3.8494 -4.1265 4.4120
32 H 5.0040 -3.2993 3.3921
33 H 4.6899 -2.6396 5.0016
34 C 5.0023 1.9445 6.2308
35 O 6.1934 1.7952 6.0609
36 N 4.3884 2.4771 7.3198
37 C 2.9841 2.6791 7.4533
38 C 5.3412 2.7452 8.4408
39 H 4.2536 1.6286 5.4879
40 H 2.4458 2.0345 6.7584
41 H 2.8254 3.6997 7.1050
42 H 2.5977 2.4336 8.4425
43 H 6.3727 2.9434 8.1494
44 H 4.8518 3.5462 8.9949
45 H 5.4275 1.9178 9.1451
46 O -11.7343 -6.5895 -1.5147
47 C -10.8287 -6.9547 -0.8344
48 O -10.4770 -8.2332 -0.6302
49 C -11.3218 -9.2982 -0.7563
50 C -10.9686 -9.8927 -2.0620
51 C -9.8845 -6.1208 -0.0284
52 H -12.3617 -8.9783 -0.6902
53 H -11.0830 -9.8189 0.1711
54 H -11.6383 -10.7187 -2.3017
55 H -9.9807 -10.3428 -2.1598
56 H -11.0422 -9.1404 -2.8473
57 H -10.3365 -5.1412 0.1272
58 H -9.0135 -6.1289 -0.6836
59 H -9.8018 -6.4739 0.9995
60 O 1.8816 -0.7130 -7.3468
61 C 1.0992 -0.1522 -6.5674
62 O -0.2750 -0.0793 -6.6802
63 C -1.0080 -0.8010 -7.6605
64 C -1.5946 0.1573 -8.6868
65 C 1.7172 0.4097 -5.2954
66 H -1.8112 -1.3427 -7.1611
67 H -0.3298 -1.4533 -8.2107
68 H -2.6683 -0.0278 -8.7176
69 H -1.0736 -0.1195 -9.6033
70 H -1.3888 1.2166 -8.5332
71 H 2.4751 -0.3277 -5.0312
72 H 1.0050 0.5308 -4.4793
73 H 2.3925 1.2434 -5.4880
74 O -3.7175 7.8327 -0.0698
75 C -2.5335 7.5362 -0.3187
76 O -2.1811 6.2553 -0.7402
77 C -3.0390 5.1758 -0.7927
78 C -2.6624 4.1833 0.3664
79 C -1.3903 8.4749 -0.2364
80 H -3.0345 4.8237 -1.8243
81 H -4.0929 5.3975 -0.6245
82 H -2.2589 4.6651 1.2570
83 H -1.9554 3.4449 -0.0117
84 H -3.5593 3.6503 0.6820
85 H -0.4441 8.0032 -0.5017
86 H -1.2901 8.9361 0.7461
87 H -1.6068 9.2624 -0.9583
88 O -4.6583 3.5847 6.1849
89 C -3.5742 3.2506 5.6919
90 O -2.4645 4.0355 5.5609
91 C -2.5497 5.4253 5.7772
92 C -2.4833 6.2623 4.4908
93 C -3.2443 1.7836 5.3599
94 H -1.6579 5.6444 6.3645
95 H -3.4767 5.6749 6.2934
96 H -3.3302 6.0688 3.8325
97 H -1.5572 6.0119 3.9734
98 H -2.6220 7.3351 4.6246
99 H -2.4697 1.4908 6.0688
100 H -2.8755 1.6180 4.3477
101 H -4.1777 1.2313 5.4685
102 O -2.6648 -5.0188 -10.2273
103 C -2.1912 -5.7444 -9.4196
104 O -2.6911 -6.0784 -8.3051
105 C -3.9865 -5.5853 -7.9576
106 C -4.2103 -6.1565 -6.5510
107 C -0.8473 -6.2719 -9.6294
108 H -4.8277 -5.9793 -8.5278
109 H -3.9715 -4.4971 -8.0187
110 H -3.3414 -6.5604 -6.0314
111 H -4.7564 -7.0516 -6.8486
112 H -4.8753 -5.5646 -5.9221
113 H -0.2518 -6.0628 -8.7407
114 H -0.4352 -5.5470 -10.3314
115 H -0.9047 -7.3304 -9.8832
116 O 2.9020 7.8477 2.2302
117 C 4.0368 7.7272 1.7890
118 O 4.6631 6.5354 1.5519
119 C 3.9134 5.3272 1.6634
120 C 4.8186 4.2718 0.9900
121 C 4.8918 8.9485 1.4903
122 H 2.9648 5.3111 1.1267
123 H 3.7635 5.0921 2.7172
124 H 5.1074 4.4922 -0.0377
125 H 4.3805 3.2752 0.9365
126 H 5.7816 4.1055 1.4728
127 H 4.1765 9.7230 1.7669
128 H 5.1245 9.1615 0.4469
129 H 5.7714 8.9189 2.1334

ORCA calculation (wB97M-V/def2-TZVPD) on C35H69Cl38FNO as an isolated structure.

Values from the calculation:
2S+1: 2
Energy, eV: -519520.3465

Positions of all 145 atoms, in Å:
1 C 3.7217 0.4482 3.0084
2 C 2.9043 0.7987 1.7614
3 C 3.7292 1.7412 0.8677
4 C 1.5563 1.4484 2.1987
5 C 0.3573 0.4798 2.0953
6 C -0.6563 0.7973 0.9722
7 C 0.0828 0.6323 -0.3706
8 C 0.4528 -0.7797 -0.7893
9 F 0.9064 -0.7158 -2.1201
10 C -1.1561 2.2546 1.1303
11 C -2.5286 2.6040 0.5081
12 C -2.4175 2.9260 -0.9998
13 C -3.0835 3.8613 1.2074
14 N -3.5287 1.5107 0.7497
15 O -4.1105 1.5890 1.8904
16 C -3.1253 0.1227 0.3955
17 C -3.0368 -0.1017 -1.1161
18 C -4.1989 -0.8639 0.8906
19 C -1.8314 -0.1808 1.1607
20 H 4.7266 0.0995 2.7707
21 H 3.8234 1.3479 3.6255
22 H 3.2118 -0.2995 3.6188
23 H 2.7034 -0.1325 1.2221
24 H 4.3861 2.3438 1.4938
25 H 4.3364 1.2015 0.1375
26 H 3.0962 2.4373 0.3080
27 H 1.6606 1.7377 3.2456
28 H 1.4007 2.3384 1.5894
29 H -0.1792 0.4340 3.0479
30 H 0.7564 -0.5297 1.9402
31 H 1.0172 1.2046 -0.3242
32 H -0.4853 1.0487 -1.1992
33 H 1.2772 -1.1817 -0.1984
34 H -0.3940 -1.4658 -0.7903
35 H -0.4341 2.9111 0.6315
36 H -1.1494 2.5478 2.1829
37 H -2.2214 3.9836 -1.1661
38 H -1.6436 2.3477 -1.4863
39 H -3.3881 2.7137 -1.4470
40 H -2.5824 4.7445 0.8097
41 H -2.9346 3.8265 2.2847
42 H -4.1505 3.9691 1.0092
43 H -2.6413 -1.1082 -1.2780
44 H -2.3871 0.5807 -1.6484
45 H -4.0346 -0.0796 -1.5605
46 H -5.1954 -0.5077 0.6250
47 H -4.1297 -1.0395 1.9619
48 H -4.0162 -1.7958 0.3598
49 H -2.1064 -0.1314 2.2203
50 H -1.5346 -1.2159 0.9704
51 C -5.1318 6.1148 -2.2768
52 Cl -5.3437 4.3885 -1.9565
53 Cl -3.6524 6.7616 -1.5582
54 H -5.0806 6.2552 -3.3499
55 H -5.9803 6.6408 -1.8550
56 C 0.2625 1.9314 -3.7885
57 Cl -0.5051 3.5264 -3.8925
58 Cl 0.8833 1.3528 -5.3313
59 H 1.0881 2.0070 -3.0904
60 H -0.4767 1.2231 -3.4339
61 C 3.8860 -1.7634 -3.2426
62 Cl 5.3904 -1.5424 -2.3342
63 Cl 3.9624 -1.0614 -4.8641
64 H 3.7009 -2.8251 -3.3430
65 H 3.0817 -1.2853 -2.6994
66 C 6.1552 4.9863 1.8663
67 Cl 4.5727 4.7644 2.6237
68 Cl 7.0753 3.4803 1.7237
69 H 6.0008 5.3790 0.8688
70 H 6.7293 5.6764 2.4721
71 C 8.4355 0.1646 2.0485
72 Cl 7.2430 -1.1287 2.1593
73 Cl 9.9628 -0.3930 1.3393
74 H 8.0405 0.9528 1.4208
75 H 8.6340 0.5361 3.0480
76 C 1.0142 -4.4757 -1.9405
77 Cl 2.4225 -4.1596 -0.9091
78 Cl 1.2237 -3.8718 -3.5849
79 H 0.8626 -5.5479 -1.9848
80 H 0.1551 -3.9785 -1.5050
81 C -8.2227 4.1958 0.2005
82 Cl -9.1816 4.3215 -1.2834
83 Cl -7.6724 5.7807 0.7514
84 H -8.8415 3.7557 0.9728
85 H -7.3536 3.5821 -0.0044
86 C -4.4039 -0.3931 5.4028
87 Cl -5.9535 -0.8331 6.1279
88 Cl -3.3846 -1.8147 5.1093
89 H -4.5871 0.0943 4.4531
90 H -3.8769 0.2613 6.0863
91 C 4.6998 -5.5741 -3.7742
92 Cl 3.5783 -6.7058 -4.5493
93 Cl 6.1938 -6.3602 -3.2573
94 H 4.9462 -4.7987 -4.4903
95 H 4.2092 -5.1590 -2.9015
96 C -2.6328 -2.3716 -4.0618
97 Cl -2.2818 -3.7537 -3.0184
98 Cl -1.4446 -1.0814 -3.8455
99 H -2.6037 -2.6897 -5.0974
100 H -3.6142 -2.0031 -3.8030
101 C -11.5063 2.2252 -3.3089
102 Cl -11.1189 0.5036 -3.4263
103 Cl -13.2272 2.5083 -3.0202
104 H -10.9470 2.6420 -2.4803
105 H -11.2343 2.6995 -4.2441
106 C 3.7036 0.8725 6.9789
107 Cl 2.2034 0.2662 6.2635
108 Cl 5.0275 -0.2929 6.8304
109 H 3.9892 1.7772 6.4538
110 H 3.5293 1.0680 8.0300
111 C -2.5596 -4.3377 2.3777
112 Cl -3.1020 -4.2031 0.6941
113 Cl -3.7208 -5.2080 3.3811
114 H -1.6263 -4.8877 2.3791
115 H -2.4283 -3.3391 2.7803
116 C 0.7170 -7.8935 -6.9301
117 Cl -0.2266 -6.4216 -6.6728
118 Cl -0.0515 -8.9927 -8.0819
119 H 1.6877 -7.6118 -7.3200
120 H 0.8135 -8.4066 -5.9809
121 C 2.9949 5.1128 7.2002
122 Cl 1.6677 3.9720 7.4369
123 Cl 4.4498 4.3152 6.5830
124 H 2.6856 5.8581 6.4776
125 H 3.2366 5.5668 8.1534
126 C -4.4646 2.6042 -5.4401
127 Cl -6.1322 2.3637 -4.8965
128 Cl -3.4619 1.1782 -5.1381
129 H -4.4789 2.8062 -6.5042
130 H -4.0347 3.4332 -4.8886
131 C 11.2876 -0.7394 4.8535
132 Cl 12.5020 0.4563 5.3238
133 Cl 10.1916 -1.1397 6.1823
134 H 10.7026 -0.3312 4.0398
135 H 11.7963 -1.6431 4.5407
136 C -6.3947 -4.8264 -3.9068
137 Cl -5.7556 -3.1746 -3.9624
138 Cl -5.3611 -5.9625 -4.7757
139 H -6.4505 -5.1305 -2.8687
140 H -7.3744 -4.8246 -4.3685
141 C 7.9339 -5.3981 0.2968
142 Cl 6.6562 -5.1759 -0.9056
143 Cl 8.6796 -3.8657 0.7677
144 H 7.4965 -5.8484 1.1798
145 H 8.6962 -6.0396 -0.1283

ORCA calculation (wB97M-V/def2-TZVPD) on a 9-piece molecular cluster, C35H71NO19S6 overall.

Values from the calculation:
SMILES string: O=S1(=O)CCCC1.O=S1(=O)CCCC1.O=S1(=O)CCCC1.O=S1(=O)CCCC1.O=S1(=O)CCCC1.O=S1(=O)CCCC1.CCOC(=O)OC.CCOC(=O)OC.CNC(C)=O
Relative energy (zero: lowest compared OMol25 entry of this formula, charge and spin), kJ/mol: 0.0

Positions of all 132 atoms, in Å:
1 O -4.8946 -0.6592 3.9968
2 S -4.6647 -0.9459 2.6068
3 O -5.7103 -1.5104 1.7800
4 C -3.9353 0.4810 1.8396
5 C -2.5046 0.4673 2.4285
6 C -2.0701 -0.9282 2.8690
7 C -3.1469 -1.8785 2.3917
8 H -4.5360 1.3772 1.9579
9 H -3.8033 0.2543 0.7752
10 H -1.7712 1.1641 2.0302
11 H -2.7153 1.0081 3.3711
12 H -1.9533 -1.0824 3.9404
13 H -1.1183 -1.2304 2.4337
14 H -3.3326 -2.8710 2.8032
15 H -3.1183 -2.0237 1.3054
16 O 1.8177 3.7921 2.1821
17 S 0.6551 3.5077 2.9778
18 O 0.3246 2.1284 3.2491
19 C 0.8150 4.4533 4.4982
20 C -0.0423 5.7002 4.2545
21 C -1.2704 5.1837 3.5302
22 C -0.7694 4.3923 2.3385
23 H 1.8772 4.6024 4.6576
24 H 0.3632 3.8410 5.2796
25 H -0.3141 6.2207 5.1729
26 H 0.5883 6.4241 3.7295
27 H -1.9319 5.9716 3.1696
28 H -1.8159 4.5704 4.2499
29 H -0.2654 5.0782 1.6524
30 H -1.4661 3.7433 1.8201
31 O -3.2319 -2.4925 -3.3975
32 S -3.7117 -2.3628 -2.0557
33 O -3.1152 -1.4305 -1.1152
34 C -5.5139 -2.0958 -2.1087
35 C -6.1077 -3.4266 -1.7309
36 C -5.2086 -4.0801 -0.6756
37 C -3.7631 -3.9283 -1.1705
38 H -5.7391 -1.8074 -3.1356
39 H -5.6689 -1.2012 -1.5068
40 H -7.0789 -3.2195 -1.2753
41 H -6.2231 -4.0871 -2.5886
42 H -5.4860 -5.0965 -0.4104
43 H -5.2986 -3.4876 0.2431
44 H -3.5835 -4.6636 -1.9559
45 H -2.9717 -3.8989 -0.4305
46 O 2.0936 2.2314 -0.9517
47 S 2.1395 0.8290 -0.6373
48 O 3.3601 0.2090 -0.2278
49 C 0.8002 0.4807 0.5328
50 C -0.0905 -0.4817 -0.2097
51 C -0.0732 -0.0011 -1.6561
52 C 1.4012 -0.0277 -2.0322
53 H 0.3148 1.4560 0.6156
54 H 1.1831 0.2388 1.5195
55 H 0.3806 -1.4730 -0.1891
56 H -1.1197 -0.6609 0.1048
57 H -0.3698 1.0512 -1.6906
58 H -0.6821 -0.6224 -2.3090
59 H 1.6290 0.3960 -3.0055
60 H 1.7967 -1.0467 -1.9898
61 O 5.8364 0.8842 -6.7382
62 S 5.7680 0.9607 -5.3022
63 O 6.3503 -0.0752 -4.5088
64 C 6.3246 2.5861 -4.7635
65 C 5.3668 2.9672 -3.6283
66 C 4.0183 2.2455 -3.7514
67 C 4.0537 1.2270 -4.8801
68 H 6.2449 3.2515 -5.6173
69 H 7.3389 2.4238 -4.4080
70 H 5.8372 2.6428 -2.7002
71 H 5.2407 4.0468 -3.5595
72 H 3.2020 2.9651 -3.7647
73 H 3.8690 1.7080 -2.8151
74 H 3.5932 1.6209 -5.7891
75 H 3.4993 0.3089 -4.6939
76 O 7.6970 2.8464 1.6455
77 S 7.0800 2.9334 0.3466
78 O 7.3522 1.9774 -0.6931
79 C 5.3322 3.1509 0.7062
80 C 4.9210 4.4812 0.1315
81 C 6.1283 5.4008 0.1030
82 C 7.2836 4.5520 -0.4082
83 H 5.2337 3.1364 1.7928
84 H 4.7668 2.2607 0.4246
85 H 4.4068 4.2861 -0.8187
86 H 4.0734 4.9001 0.6819
87 H 6.3774 5.7645 1.1007
88 H 5.9954 6.2231 -0.5988
89 H 8.3261 4.8384 -0.2898
90 H 7.1148 4.3689 -1.4717
91 C 1.5136 -1.8774 5.9164
92 C 1.1364 -0.9458 4.7789
93 O 1.3905 -1.4448 3.4621
94 C 0.8232 -2.5794 3.0876
95 O 0.0681 -3.2681 3.7175
96 O 1.2547 -2.8560 1.8490
97 C 0.6833 -3.9873 1.2154
98 H 0.9713 -2.8175 5.9296
99 H 1.3824 -1.3050 6.8356
100 H 2.5740 -2.1379 5.8580
101 H 1.7780 -0.0654 4.8311
102 H 0.1289 -0.5349 4.8728
103 H -0.3833 -4.0568 1.4285
104 H 1.1884 -4.9139 1.4908
105 H 0.8278 -3.8643 0.1401
106 C -3.1245 -8.4252 -1.9055
107 C -2.1987 -7.5141 -1.1169
108 O -1.8525 -6.3416 -1.8420
109 C -0.6196 -6.2192 -2.3319
110 O 0.1515 -7.1247 -2.5155
111 O -0.3701 -4.9280 -2.4962
112 C 1.0090 -4.5742 -2.6713
113 H -3.3730 -9.2904 -1.2898
114 H -2.7272 -8.6214 -2.8953
115 H -4.1129 -7.9558 -2.0013
116 H -1.2980 -8.0910 -0.8962
117 H -2.6653 -7.2089 -0.1810
118 H 0.9919 -3.5687 -3.0700
119 H 1.4823 -5.2716 -3.3620
120 H 1.5190 -4.6886 -1.7131
121 C -2.8320 2.6521 -0.8005
122 N -4.0734 2.2580 -1.4417
123 C -5.2882 2.4716 -0.8695
124 C -6.4755 2.1345 -1.7493
125 O -5.4606 2.9681 0.2270
126 H -2.0247 1.9292 -0.7303
127 H -3.1046 2.8467 0.2433
128 H -2.5728 3.6381 -1.1927
129 H -4.0413 2.0689 -2.4283
130 H -6.2983 1.2148 -2.3189
131 H -6.6082 2.9016 -2.5131
132 H -7.3539 1.9784 -1.1350

no.,M (g mol⁻¹)
1,944.851
2,1886.155
3,1002.343